[1]
83
Properties=species:S:1:pos:R:3:forces:R:3:lowdin_charge:R:1 method="wB97M-V/def2-TZVPD" lumo_energy_ev=0.90 charge=-1 homo_ha=-0.16777 molar_mass_g_mol=939.43
Ca 18.434756 14.942959 10.279533 -0.2 -0.2 1.0 1.359
C 14.368205 14.886813 13.976606 1.4 0.9 -0.4 -0.087
C 15.154565 14.597274 12.822103 -0.8 -0.6 -0.2 -0.097
N 16.103383 15.433250 12.432032 0.1 0.9 1.2 0.126
C 16.351482 16.523734 13.252456 -0.2 -1.8 -3.8 -0.177
C 15.597916 16.753576 14.364830 1.0 0.3 1.2 -0.125
N 14.638645 15.945222 14.744184 -1.2 -1.0 -0.2 0.078
C 17.338961 17.508851 12.742195 0.8 1.7 2.2 -0.162
C 17.182699 18.778395 13.385386 1.0 -0.3 -1.8 0.056
C 18.242399 19.694302 13.200684 -1.7 -1.0 -0.4 -0.151
C 19.365882 19.264460 12.538591 1.8 0.7 0.2 0.041
C 19.520904 17.980787 12.039031 -2.6 0.1 0.9 -0.185
N 18.447697 17.181843 12.067163 -0.7 -1.3 0.5 0.151
C 20.736670 17.363515 11.561208 1.8 1.4 -1.0 -0.200
C 21.977685 18.014366 11.726745 0.9 -1.9 -0.5 -0.034
N 23.145387 17.538743 11.186579 -2.0 1.5 -0.1 0.095
C 22.956281 16.593458 10.274521 1.9 0.5 0.9 -0.111
C 21.780871 15.920160 10.211992 -1.6 -1.9 -1.1 -0.084
N 20.656974 16.255870 10.830742 0.4 0.3 0.2 0.104
C 18.149857 21.086028 13.639393 -0.4 -0.8 1.2 -0.165
C 19.283514 21.756972 14.068256 -0.4 1.1 0.2 0.002
C 19.067579 23.045213 14.600548 1.5 -1.4 -0.2 -0.163
N 17.901018 23.489597 14.916465 -1.9 1.3 -0.3 0.052
C 16.796278 22.824118 14.514743 0.9 -0.7 1.2 -0.122
C 16.854562 21.592545 13.905646 1.1 1.1 -0.9 -0.004
H 13.545784 14.312623 14.327262 -0.5 -0.8 -0.1 0.091
H 14.949365 13.671068 12.178486 0.4 1.5 1.0 0.131
H 15.882473 17.541334 15.066732 -0.3 -0.2 -0.2 0.118
H 16.220462 18.983864 13.861914 0.8 0.3 -0.1 0.101
H 20.168803 20.008681 12.526112 -0.1 -0.5 -0.4 0.110
H 22.086114 18.871935 12.338351 0.0 0.6 0.6 0.093
H 23.834786 16.340122 9.671652 -0.5 -0.3 0.2 0.121
H 21.697441 15.000864 9.648002 0.2 -0.1 -0.3 0.093
H 20.298928 21.351691 14.138107 -0.5 0.0 -0.5 0.119
H 19.923054 23.664923 14.839144 0.1 0.1 0.2 0.105
H 15.877948 23.176772 14.934980 -0.5 0.5 -0.2 0.098
H 15.961933 21.113268 13.532714 0.0 -0.2 0.2 0.111
Br 20.390949 9.302900 3.924417 0.1 -0.7 -1.1 0.739
C 20.368667 10.099255 5.594493 0.0 0.0 0.3 -0.759
C 21.569219 10.445922 6.193627 0.3 -0.2 -1.0 -0.134
C 21.551397 11.215146 7.328211 1.2 -0.3 -0.1 -0.032
C 20.362274 11.652802 7.847732 -0.6 -0.2 1.2 -0.141
C 19.186383 11.098317 7.376686 -2.4 0.3 -0.7 -0.011
C 19.161243 10.342193 6.195505 -0.7 0.4 0.9 -0.140
C 20.416618 12.621460 9.005166 0.3 0.2 1.1 -0.562
O 21.549688 12.831945 9.531068 -2.0 0.2 -0.8 -0.032
O 19.271204 13.110854 9.334040 1.6 -0.3 -0.2 -0.228
H 22.487939 10.169847 5.669242 -0.2 0.1 0.4 0.098
H 22.480788 11.454597 7.845762 -0.3 0.3 -0.2 0.123
H 18.135040 11.300662 7.769018 1.9 0.1 0.0 0.130
H 18.172734 10.021447 5.812928 1.0 0.1 0.0 0.110
N 11.806582 12.189913 7.340157 2.4 -0.6 0.4 0.162
C 11.246201 11.013579 6.892717 -1.4 -0.8 1.9 -0.188
C 10.011608 10.827328 6.267965 0.4 -0.3 0.4 -0.041
C 9.491837 9.541576 6.325054 -1.1 0.2 0.4 -0.109
C 10.159885 8.499799 7.020410 0.7 -1.0 -1.5 -0.102
C 11.436502 8.641769 7.569926 -1.5 1.2 0.5 -0.011
C 11.831962 9.973847 7.708508 0.6 1.5 -1.7 -0.221
N 12.849377 10.522347 8.446073 0.5 0.7 -0.6 0.155
C 12.897879 11.810062 8.140238 -1.7 -0.6 -0.3 -0.235
C 13.996974 12.671804 8.577310 0.2 0.5 -0.2 -0.120
C 14.172162 14.075741 8.436334 0.9 -2.2 1.6 0.026
C 15.335639 14.601140 8.986636 0.4 -1.1 -1.0 -0.097
N 16.377130 13.834771 9.391337 -1.4 1.5 1.5 0.018
C 16.087597 12.580956 9.669262 2.5 -1.4 -0.3 -0.156
C 14.996187 11.939193 9.199180 -1.4 0.3 -0.4 -0.017
H 11.776040 13.099269 6.931058 -0.3 0.2 -0.4 0.146
H 9.480265 11.707973 5.936965 -0.2 -0.2 -0.5 0.104
H 8.449082 9.376372 5.953102 1.2 0.0 0.2 0.108
H 9.770568 7.483434 6.879241 0.0 0.4 0.3 0.097
H 12.028935 7.871437 8.027283 -0.2 -0.4 0.1 0.106
H 13.431204 14.708115 8.074741 -1.2 1.0 -0.6 0.084
H 15.496824 15.644958 9.066670 0.2 0.9 -0.4 0.089
H 16.850641 11.941809 10.139851 0.0 0.7 -0.1 0.121
H 14.860865 10.882156 9.237615 0.1 -0.4 0.5 0.105
F 18.897163 15.678389 8.142700 -0.3 1.0 -0.6 -0.006
B 18.081157 16.856170 7.952804 -1.4 -0.2 1.7 -1.104
F 17.099958 16.665142 6.989797 1.0 0.3 0.2 0.139
F 17.276696 16.921464 9.291623 0.9 -0.5 -0.8 -0.120
F 18.803343 18.020716 7.963559 0.0 -0.4 -0.7 0.157
Se 18.704469 10.960894 13.930678 -0.2 0.3 -0.4 0.309
C 18.357190 12.375256 12.837707 0.3 -0.1 0.6 -0.983
N 18.173652 13.348383 12.224247 0.0 0.1 -0.4 -0.066

***

[2]
26
Properties=species:S:1:pos:R:3:forces:R:3:nbo_charge:R:1 method="wB97M-V/def2-TZVPD" lumo_energy_ev=-2.84 charge=+1 smiles="Cc1[nH]cc(N2C=CS/C2=C/CO)[nH+]1" homo_ha=-0.39308 molar_mass_g_mol=210.28
C -2.564258 1.469372 1.840408 -0.4 -1.2 3.7 -0.669
C -1.177691 1.028196 1.758646 0.0 0.0 -0.6 0.469
N -0.165130 1.158055 2.632446 -1.9 -0.7 -2.3 -0.455
C 0.926266 0.595449 2.076216 3.5 0.1 -1.9 -0.139
C 0.625825 0.247302 0.763461 0.2 -0.7 -0.5 0.348
N 1.423671 -0.174802 -0.329619 0.3 0.3 0.4 -0.427
C 2.820834 -0.137320 -0.021228 0.3 1.3 1.7 -0.028
C 3.655966 -0.646315 -0.934342 -2.5 0.1 0.5 -0.394
S 2.747980 -1.176814 -2.318253 -0.2 -0.2 0.0 0.398
C 1.162430 -0.850888 -1.585406 0.2 0.1 0.7 0.059
C 0.105490 -1.312257 -2.295806 -0.9 1.5 0.6 -0.382
C -1.344953 -0.947563 -2.509680 1.3 4.0 1.9 -0.077
O -2.077259 -1.060184 -1.271342 -0.6 1.3 -0.2 -0.749
N -0.721105 0.454161 0.636784 0.8 0.8 1.3 -0.488
H -3.195191 0.567209 1.780531 -0.1 0.5 0.2 0.263
H -2.730477 2.017592 2.820741 0.0 -0.8 -1.2 0.254
H -2.819827 2.097775 1.069971 -0.5 1.5 -1.9 0.260
H -0.297286 1.206689 3.598202 -0.3 0.7 1.7 0.447
H 1.933678 0.878041 2.426817 -0.9 -0.7 0.2 0.247
H 3.008278 0.437910 0.967449 0.3 -1.5 -2.2 0.223
H 4.657673 -0.927055 -0.881031 1.5 0.2 0.3 0.264
H 0.419369 -1.931093 -3.062488 0.8 -1.1 -1.5 0.229
H -1.480270 0.201663 -2.930625 0.4 -2.6 1.5 0.187
H -1.782288 -1.471186 -3.275784 -0.9 -1.8 -1.6 0.201
H -1.842985 -1.865641 -0.817614 0.2 -0.7 -0.1 0.484
H -1.288742 0.141703 -0.138454 -0.7 -0.3 -0.8 0.475

***

[3]
20
Properties=species:S:1:pos:R:3:forces:R:3:nbo_charge:R:1 method="wB97M-V/def2-TZVPD" lumo_energy_ev=-3.35 charge=+1 smiles="C=CC[C@H](N)C[NH3+]" homo_ha=-0.46161 molar_mass_g_mol=101.17
C 2.826477 0.310468 1.014807 -2.5 0.5 1.3 -0.348
C 1.481175 0.528528 1.051836 1.2 1.3 2.3 -0.230
C 0.637383 1.136957 -0.036609 -0.3 0.4 2.1 -0.459
C -0.202740 0.052962 -0.654406 0.9 0.0 1.5 -0.066
N -1.164942 0.642736 -1.517046 -0.8 1.5 -1.9 -0.872
C -0.759821 -0.966862 0.435016 0.2 -0.3 0.0 -0.248
N -2.066824 -1.361442 -0.100128 -1.6 -0.5 -0.9 -0.709
H 3.357536 1.023606 0.469227 1.4 -0.1 -2.2 0.207
H 3.341133 -0.168083 1.838118 -0.1 0.2 0.1 0.213
H 1.085035 0.694137 2.115228 -0.1 -1.7 -1.4 0.224
H 0.000061 1.997515 0.369768 0.6 -1.3 -0.4 0.220
H 1.239481 1.540681 -0.792492 1.0 0.7 -1.2 0.226
H 0.426248 -0.610453 -1.185490 1.0 -0.4 -0.9 0.206
H -1.090880 0.409809 -2.530176 0.2 -0.1 1.2 0.401
H -1.007681 1.686455 -1.517402 -0.8 -1.5 0.2 0.414
H -0.144470 -1.884157 0.407266 -0.1 0.6 0.1 0.233
H -0.888394 -0.724376 1.480521 0.3 0.8 0.0 0.240
H -2.032681 -0.813573 -1.021388 -1.3 -0.3 0.6 0.462
H -2.087013 -2.367791 -0.243487 -0.2 0.0 -0.3 0.436
H -2.949077 -1.127126 0.416842 1.2 0.1 -0.4 0.449

***

Record-wise energy above the lowest of the compared OMol25 structures with the same formula, charge and spin values, in kJ/mol: 0.0, 122.7, 339.7
Record-wise Kohn-Sham gap values, in eV: 5.47, 7.85, 9.21